# 1
An isolated molecule of C4H9NO2 in a non-equilibrium geometry, computed with ωB97M-V with the def2-TZVPD basis set.

```
! RIJCOSX wB97M-V def2-TZVPD def2/J DEFGRID3
* xyz 0 1
C -1.979 -0.160 -0.760
C -0.586 0.226 -0.312
O -0.558 1.457 0.379
C -0.006 -0.765 0.622
C 1.538 -0.364 0.876
N 2.476 0.542 0.330
O 1.918 -1.518 0.987
H -2.642 -0.232 0.108
H -1.981 -1.120 -1.288
H -2.373 0.597 -1.443
H 0.092 0.261 -1.186
H -1.008 2.100 -0.177
H -0.505 -0.871 1.588
H -0.101 -1.771 0.126
H 3.170 0.074 -0.253
H 2.546 1.546 0.403
*
```

## Properties
Structure (SMILES)   C[C@@H](O)CC(N)=O
ΔE to the lowest compared entry with this formula, charge and spin   62.85 kcal per mole
LUMO   0.633 eV
Frontier orbital gap   9.525 eV
Max |F|   4.1 eV/Å
E_tot   -9877.3350 eV

Löwdin population analysis, charges in e, atoms 1 to 5: C -0.05; C -0.51; O -0.03; C -0.09; C -0.39


# 2
An isolated molecule of C4H9NO2 in a non-equilibrium geometry, computed with ωB97M-V with the def2-TZVPD basis set.

```
! RIJCOSX wB97M-V def2-TZVPD def2/J DEFGRID3
* xyz 0 1
C 2.201 -0.984 -0.771
C 0.905 -0.701 -0.002
N 1.009 -0.747 1.478
C 0.345 0.672 -0.333
C -1.181 0.761 -0.117
O -1.652 1.448 0.733
O -1.853 -0.023 -0.998
H 2.752 -0.038 -0.665
H 2.949 -1.740 -0.542
H 1.928 -1.088 -1.820
H 0.240 -1.533 -0.258
H 0.139 -0.872 1.983
H 1.598 -1.525 1.756
H 0.510 0.869 -1.408
H 0.746 1.441 0.333
H -2.756 -0.122 -0.636
*
```

## Properties
Structure (SMILES)   C[C@@H](N)CC(=O)O
ΔE to the lowest compared entry with this formula, charge and spin   22.17 kcal per mole
LUMO   0.684 eV
Frontier orbital gap   10.001 eV
Max |F|   2.3 eV/Å
E_tot   -9879.0993 eV

Löwdin population analysis, charges in e, atoms 1 to 5: C -0.06; C -0.45; N 0.03; C -0.08; C -0.53


Which formula does entry 2 have?
C4H9NO2


The highest frontier orbital gap belongs to which entry?
number 2


The lowest E_tot belongs to which entry?
number 2